Record 1
Entry from the Open Molecules 2025 dataset: a 14-piece molecular cluster, C28H84O28 overall (ωB97M-V/def2-TZVPD).

Each atom is followed by the atoms it is bonded to, with distances in Å.
Positions of all 140 atoms, in Å:
1 C 0.196 4.794 1.087  C2 1.605, O4 1.385, H5 1.090, H6 1.090
2 C -1.235 4.558 0.400  C1 1.605, O3 1.400, H7 1.090, H8 1.090
3 O -1.218 4.448 -0.995  C2 1.400, H9 0.960
4 O 0.750 3.534 1.245  C1 1.385, H10 0.960
5 H 0.001 5.202 2.079  C1 1.090
6 H 0.884 5.508 0.635  C1 1.090
7 H -1.762 5.469 0.684  C2 1.090
8 H -1.630 3.636 0.826  C2 1.090
9 H -0.796 3.597 -1.137  O3 0.960
10 H 1.196 3.250 0.444  O4 0.960
11 C -3.488 -2.079 0.337  C12 1.468, O14 1.434, H15 1.090, H16 1.090
12 C -3.695 -0.640 0.133  C11 1.468, O13 1.503, H17 1.090, H18 1.090
13 O -2.414 0.115 -0.093  C12 1.503, H19 0.960
14 O -2.615 -2.707 -0.611  C11 1.434, H20 0.960
15 H -4.477 -2.529 0.256  C11 1.090
16 H -3.106 -2.432 1.295  C11 1.090
17 H -4.295 -0.265 0.963  C12 1.090
18 H -4.331 -0.545 -0.747  C12 1.090
19 H -1.824 -0.006 0.654  O13 0.960
20 H -2.926 -3.615 -0.591  O14 0.960
21 C -0.170 -3.998 1.647  C22 1.574, O24 1.490, H25 1.090, H26 1.090
22 C -0.347 -3.694 3.181  C21 1.574, O23 1.468, H27 1.090, H28 1.090
23 O -1.311 -2.603 3.373  C22 1.468, H29 0.960
24 O 0.840 -5.066 1.401  C21 1.490, H30 0.960
25 H 0.260 -3.151 1.113  C21 1.090
26 H -1.125 -4.091 1.131  C21 1.090
27 H 0.673 -3.643 3.561  C22 1.090
28 H -0.828 -4.500 3.736  C22 1.090
29 H -0.944 -2.021 4.042  O23 0.960
30 H 0.939 -5.752 2.065  O24 0.960
31 C 3.793 -1.597 -4.170  C32 1.634, O34 1.404, H35 1.090, H36 1.090
32 C 2.595 -0.751 -4.891  C31 1.634, O33 1.497, H37 1.090, H38 1.090
33 O 1.355 -0.727 -4.055  C32 1.497, H39 0.960
34 O 4.443 -0.686 -3.322  C31 1.404, H40 0.960
35 H 4.582 -1.845 -4.879  C31 1.090
36 H 3.464 -2.540 -3.733  C31 1.090
37 H 2.500 -1.119 -5.913  C32 1.090
38 H 2.794 0.302 -5.087  C32 1.090
39 H 1.653 -0.539 -3.162  O33 0.960
40 H 4.913 -0.015 -3.822  O34 0.960
41 C 0.674 -4.394 -3.366  C42 1.522, O44 1.364, H45 1.090, H46 1.090
42 C -0.780 -4.360 -2.917  C41 1.522, O43 1.455, H47 1.090, H48 1.090
43 O -1.143 -5.582 -2.214  C42 1.455, H49 0.960
44 O 1.361 -4.073 -2.233  C41 1.364, H50 0.960
45 H 0.907 -3.674 -4.151  C41 1.090
46 H 1.073 -5.333 -3.750  C41 1.090
47 H -1.440 -4.294 -3.781  C42 1.090
48 H -0.892 -3.516 -2.236  C42 1.090
49 H -1.920 -5.357 -1.697  O43 0.960
50 H 1.422 -4.819 -1.631  O44 0.960
51 C -3.336 1.984 2.983  C52 1.576, O54 1.426, H55 1.090, H56 1.090
52 C -2.706 0.818 3.835  C51 1.576, O53 1.364, H57 1.090, H58 1.090
53 O -3.249 -0.296 3.265  C52 1.364, H59 0.960
54 O -4.758 1.925 2.886  C51 1.426, H60 0.960
55 H -2.937 2.007 1.969  C51 1.090
56 H -3.268 2.975 3.433  C51 1.090
57 H -3.031 0.698 4.868  C52 1.090
58 H -1.620 0.735 3.780  C52 1.090
59 H -2.527 -0.824 2.916  O53 0.960
60 H -5.301 2.555 2.406  O54 0.960
61 C 4.704 1.723 -0.327  C62 1.507, O64 1.462, H65 1.090, H66 1.090
62 C 3.930 2.614 -1.265  C61 1.507, O63 1.355, H67 1.090, H68 1.090
63 O 2.614 2.653 -0.945  C62 1.355, H69 0.960
64 O 4.425 0.312 -0.591  C61 1.462, H70 0.960
65 H 4.488 1.960 0.714  C61 1.090
66 H 5.792 1.767 -0.390  C61 1.090
67 H 3.958 2.249 -2.292  C62 1.090
68 H 4.308 3.633 -1.196  C62 1.090
69 H 2.199 1.842 -1.248  O63 0.960
70 H 4.464 0.110 -1.528  O64 0.960
71 C 0.228 2.613 -4.657  C72 1.553, O74 1.402, H75 1.090, H76 1.090
72 C -0.746 3.800 -4.424  C71 1.553, O73 1.520, H77 1.090, H78 1.090
73 O -0.790 4.719 -5.633  C72 1.520, H79 0.960
74 O -0.354 1.763 -5.609  C71 1.402, H80 0.960
75 H 0.289 1.961 -3.785  C71 1.090
76 H 1.203 2.960 -4.998  C71 1.090
77 H -0.374 4.465 -3.644  C72 1.090
78 H -1.772 3.494 -4.220  C72 1.090
79 H -1.526 4.402 -6.162  O73 0.960
80 H 0.137 0.949 -5.469  O74 0.960
81 C 1.152 -0.403 0.655  C82 1.521, O84 1.356, H85 1.090, H86 1.090
82 C 0.641 -0.658 -0.755  C81 1.521, O83 1.419, H87 1.090, H88 1.090
83 O 0.442 0.588 -1.403  C82 1.419, H89 0.960
84 O 0.263 0.342 1.357  C81 1.356, H90 0.960
85 H 2.146 0.043 0.619  C81 1.090
86 H 1.370 -1.299 1.236  C81 1.090
87 H -0.198 -1.350 -0.830  C82 1.090
88 H 1.487 -1.093 -1.286  C82 1.090
89 H -0.152 1.081 -0.832  O83 0.960
90 H 0.628 0.598 2.207  O84 0.960
91 C -1.094 -0.420 7.847  C92 1.536, O94 1.378, H95 1.090, H96 1.090
92 C -0.033 -0.054 6.798  C91 1.536, O93 1.392, H97 1.090, H98 1.090
93 O -0.192 -0.563 5.512  C92 1.392, H99 0.960
94 O -1.244 0.503 8.858  C91 1.378, H100 0.960
95 H -0.765 -1.384 8.236  C91 1.090
96 H -2.129 -0.584 7.547  C91 1.090
97 H 0.911 -0.450 7.171  C92 1.090
98 H 0.026 1.027 6.664  C92 1.090
99 H 0.252 0.074 4.948  O93 0.960
100 H -1.881 0.164 9.492  O94 0.960
101 C 3.570 1.789 3.388  C102 1.475, O104 1.472, H105 1.090, H106 1.090
102 C 2.509 1.160 4.197  C101 1.475, O103 1.471, H107 1.090, H108 1.090
103 O 1.118 1.273 3.731  C102 1.471, H109 0.960
104 O 4.932 1.932 3.930  C101 1.472, H110 0.960
105 H 3.274 2.742 2.951  C101 1.090
106 H 3.639 1.124 2.527  C101 1.090
107 H 2.608 1.649 5.166  C102 1.090
108 H 2.686 0.141 4.541  C102 1.090
109 H 0.893 2.206 3.732  O103 0.960
110 H 5.003 2.845 4.217  O104 0.960
111 C -5.544 2.382 -1.232  C112 1.556, O114 1.420, H115 1.090, H116 1.090
112 C -4.137 2.828 -0.742  C111 1.556, O113 1.372, H117 1.090, H118 1.090
113 O -3.111 2.217 -1.419  C112 1.372, H119 0.960
114 O -6.465 2.240 -0.160  C111 1.420, H120 0.960
115 H -5.537 1.447 -1.793  C111 1.090
116 H -5.789 3.182 -1.931  C111 1.090
117 H -3.981 2.636 0.320  C112 1.090
118 H -4.037 3.877 -1.019  C112 1.090
119 H -2.808 1.449 -0.929  O113 0.960
120 H -6.511 1.291 -0.023  O114 0.960
121 C 5.515 -2.860 -0.441  C122 1.558, O124 1.395, H125 1.090, H126 1.090
122 C 4.089 -2.717 0.171  C121 1.558, O123 1.453, H127 1.090, H128 1.090
123 O 3.949 -3.879 1.031  C122 1.453, H129 0.960
124 O 6.479 -2.243 0.357  C121 1.395, H130 0.960
125 H 5.500 -2.411 -1.434  C121 1.090
126 H 5.902 -3.846 -0.698  C121 1.090
127 H 3.349 -2.859 -0.616  C122 1.090
128 H 3.863 -1.775 0.671  C122 1.090
129 H 3.462 -3.611 1.813  O123 0.960
130 H 6.121 -1.355 0.427  O124 0.960
131 C -3.709 -0.295 -4.080  C132 1.574, O134 1.368, H135 1.090, H136 1.090
132 C -2.654 -1.270 -3.437  C131 1.574, O133 1.432, H137 1.090, H138 1.090
133 O -1.479 -1.662 -4.156  C132 1.432, H139 0.960
134 O -4.015 -0.407 -5.409  C131 1.368, H140 0.960
135 H -3.246 0.692 -4.093  C131 1.090
136 H -4.692 -0.254 -3.610  C131 1.090
137 H -3.094 -2.214 -3.117  C132 1.090
138 H -2.279 -0.720 -2.574  C132 1.090
139 H -0.714 -1.089 -4.075  O133 0.960
140 H -3.287 -0.214 -6.004  O134 0.960

* DFT total energy: -87716.5391 eV
* spin multiplicity: 1
* relative energy (zero: lowest compared OMol25 entry of this formula, charge and spin): 662.30 kJ/mol
* orbital gap: 9.04 eV

=====

Record 2
Entry from the Open Molecules 2025 dataset: a 16-piece molecular cluster, C28H89F3NO15P overall (ωB97M-V/def2-TZVPD).

Each atom is followed by the atoms it is bonded to, with distances in Å.
Positions of all 137 atoms, in Å:
1 C -2.960 4.903 0.401  C2 1.673, H19 1.193, H20 1.194, H21 1.170
2 C -3.340 3.391 1.006  C1 1.673, C3 1.638, H22 1.175, H23 1.170
3 C -2.451 3.154 2.362  C2 1.638, C4 1.638, H24 1.193, H25 1.193
4 C -2.413 1.614 2.916  C3 1.638, C5 1.637, H26 1.194, H27 1.170
5 C -2.244 0.457 1.770  C4 1.637, P6 1.909, H28 1.194, H29 1.188
6 P -0.477 0.232 1.086  C5 1.909, F7 1.787, C8 1.949, C12 1.909, C16 1.909
7 F -0.693 1.735 0.144  P6 1.787
8 C -0.351 -0.664 -0.640  P6 1.949, C9 1.642, H30 1.170, H31 1.193
9 C 1.002 -0.248 -1.474  C8 1.642, C10 1.651, H32 1.194, H33 1.172
10 C 0.719 0.672 -2.815  C9 1.651, F11 1.510, H34 1.170, H35 1.193
11 F -0.428 0.149 -3.648  C10 1.510
12 C 1.129 0.997 1.781  P6 1.909, C13 1.654, H36 1.194, H37 1.194
13 C 1.158 1.154 3.427  C12 1.654, C14 1.670, H38 1.170, H39 1.193
14 C 1.306 2.743 3.917  C13 1.670, F15 1.511, H40 1.185, H41 1.171
15 F 2.503 3.329 3.205  C14 1.511
16 C -0.252 -1.427 2.003  P6 1.909, N17 1.512, H42 1.193, H43 1.191
17 N 1.180 -1.862 2.215  C16 1.512, C18 1.512, H44 1.055
18 C 1.708 -2.732 1.096  N17 1.512, H45 1.172, H46 1.193, H47 1.193
19 H -3.394 5.030 -0.703  C1 1.193
20 H -1.773 5.011 0.337  C1 1.194
21 H -3.410 5.777 1.037  C1 1.170
22 H -4.492 3.396 1.233  C2 1.175
23 H -3.125 2.647 0.129  C2 1.170
24 H -1.322 3.456 2.125  C3 1.193
25 H -2.774 3.877 3.254  C3 1.193
26 H -3.474 1.420 3.430  C4 1.194
27 H -1.629 1.569 3.783  C4 1.170
28 H -2.603 -0.565 2.274  C5 1.194
29 H -2.958 0.591 0.829  C5 1.188
30 H -0.515 -1.820 -0.565  C8 1.170
31 H -1.283 -0.241 -1.253  C8 1.193
32 H 1.477 -1.265 -1.879  C9 1.194
33 H 1.822 0.279 -0.823  C9 1.172
34 H 0.538 1.807 -2.595  C10 1.170
35 H 1.678 0.523 -3.510  C10 1.193
36 H 1.211 2.111 1.361  C12 1.194
37 H 2.111 0.457 1.369  C12 1.194
38 H 0.302 0.578 3.981  C13 1.170
39 H 2.177 0.641 3.777  C13 1.193
40 H 1.633 2.685 5.054  C14 1.185
41 H 0.324 3.355 3.736  C14 1.171
42 H -0.721 -1.299 3.093  C16 1.193
43 H -0.854 -2.337 1.525  C16 1.191
44 H 1.326 -2.310 3.159  N17 1.055
45 H 0.887 -3.235 0.427  C18 1.172
46 H 2.335 -2.009 0.384  C18 1.193
47 H 2.512 -3.516 1.501  C18 1.193
48 C 2.880 -4.889 5.231  O49 1.416, H50 1.092, H51 1.093, H52 1.093
49 O 2.813 -3.573 4.713  C48 1.416, H53 0.972
50 H 2.109 -5.009 5.996  C48 1.092
51 H 2.707 -5.607 4.426  C48 1.093
52 H 3.863 -5.056 5.678  C48 1.093
53 H 3.508 -3.496 4.038  O49 0.972
54 C -3.408 1.083 -2.761  O55 1.416, H56 1.092, H57 1.093, H58 1.093
55 O -3.501 -0.319 -2.590  C54 1.416, H59 0.972
56 H -3.561 1.570 -1.795  C54 1.092
57 H -2.417 1.340 -3.143  C54 1.093
58 H -4.178 1.417 -3.461  C54 1.093
59 H -3.361 -0.724 -3.463  O55 0.972
60 C 5.115 -0.444 -2.780  O61 1.416, H62 1.092, H63 1.093, H64 1.093
61 O 3.892 -1.142 -2.636  C60 1.416, H65 0.972
62 H 5.648 -0.461 -1.827  C60 1.092
63 H 5.726 -0.929 -3.545  C60 1.093
64 H 4.913 0.592 -3.063  C60 1.093
65 H 3.442 -1.111 -3.497  O61 0.972
66 C 1.402 6.024 1.494  O67 1.416, H68 1.092, H69 1.093, H70 1.093
67 O 0.611 4.997 0.926  C66 1.416, H71 0.972
68 H 0.744 6.791 1.908  C66 1.092
69 H 2.021 5.609 2.293  C66 1.093
70 H 2.035 6.468 0.722  C66 1.093
71 H 1.222 4.331 0.567  O67 0.972
72 C -6.468 -0.759 -3.325  O73 1.416, H74 1.092, H75 1.093, H76 1.093
73 O -7.259 -1.787 -3.893  C72 1.416, H77 0.972
74 H -7.126 0.008 -2.911  C72 1.092
75 H -5.849 -1.175 -2.526  C72 1.093
76 H -5.835 -0.316 -4.097  C72 1.093
77 H -6.648 -2.453 -4.252  O73 0.972
78 C 4.714 -0.837 -6.688  O79 1.416, H80 1.092, H81 1.093, H82 1.093
79 O 3.730 -1.194 -5.734  C78 1.416, H83 0.972
80 H 5.697 -0.868 -6.213  C78 1.092
81 H 4.691 -1.546 -7.520  C78 1.093
82 H 4.519 0.175 -7.052  C78 1.093
83 H 2.869 -1.158 -6.184  O79 0.972
84 C 5.300 -2.302 0.151  O85 1.416, H86 1.092, H87 1.093, H88 1.093
85 O 5.207 -3.704 0.322  C84 1.416, H89 0.972
86 H 5.147 -1.815 1.117  C84 1.092
87 H 6.291 -2.045 -0.231  C84 1.093
88 H 4.530 -1.967 -0.549  C84 1.093
89 H 5.347 -4.108 -0.551  O85 0.972
90 C -1.285 -3.715 -3.209  O91 1.416, H92 1.092, H93 1.093, H94 1.093
91 O -0.527 -2.689 -2.597  C90 1.416, H95 0.972
92 H -1.087 -4.659 -2.695  C90 1.092
93 H -2.349 -3.478 -3.134  C90 1.093
94 H -0.996 -3.808 -4.259  C90 1.093
95 H -0.723 -1.865 -3.075  O91 0.972
96 C -6.437 2.428 4.373  O97 1.416, H98 1.092, H99 1.093, H100 1.093
97 O -5.736 1.352 3.777  C96 1.416, H101 0.972
98 H -6.300 2.385 5.456  C96 1.092
99 H -6.042 3.375 3.995  C96 1.093
100 H -7.501 2.346 4.138  C96 1.093
101 H -5.876 1.416 2.817  O97 0.972
102 C -0.991 -4.462 4.503  O103 1.416, H104 1.092, H105 1.093, H106 1.093
103 O 0.232 -4.737 3.845  C102 1.416, H107 0.972
104 H -1.808 -4.926 3.945  C102 1.092
105 H -0.963 -4.876 5.514  C102 1.093
106 H -1.149 -3.381 4.545  C102 1.093
107 H 0.937 -4.313 4.364  O103 0.972
108 C -3.394 8.166 -1.758  O109 1.416, H110 1.092, H111 1.093, H112 1.093
109 O -4.617 7.467 -1.615  C108 1.416, H113 0.972
110 H -2.861 8.149 -0.805  C108 1.092
111 H -2.783 7.680 -2.524  C108 1.093
112 H -3.596 9.201 -2.042  C108 1.093
113 H -5.067 7.499 -2.476  O109 0.972
114 C -0.187 -6.312 -6.261  O115 1.416, H116 1.092, H117 1.093, H118 1.093
115 O -1.008 -6.258 -5.110  C114 1.416, H119 0.972
116 H 0.124 -5.299 -6.524  C114 1.092
117 H 0.697 -6.920 -6.051  C114 1.093
118 H -0.750 -6.745 -7.092  C114 1.093
119 H -1.269 -7.172 -4.901  O115 0.972
120 C -4.632 -2.958 -6.675  O121 1.416, H122 1.092, H123 1.093, H124 1.093
121 O -3.989 -3.123 -5.425  C120 1.416, H125 0.972
122 H -5.404 -2.191 -6.579  C120 1.092
123 H -3.901 -2.644 -7.424  C120 1.093
124 H -5.095 -3.901 -6.975  C120 1.093
125 H -3.310 -3.809 -5.541  O121 0.972
126 C 7.039 -4.078 5.948  O127 1.416, H128 1.092, H129 1.093, H130 1.093
127 O 6.248 -5.106 5.380  C126 1.416, H131 0.972
128 H 6.381 -3.311 6.362  C126 1.092
129 H 7.658 -4.494 6.748  C126 1.093
130 H 7.672 -3.635 5.176  C126 1.093
131 H 6.860 -5.772 5.021  O127 0.972
132 C 4.146 7.697 3.116  O133 1.416, H134 1.092, H135 1.093, H136 1.093
133 O 3.324 7.751 4.268  C132 1.416, H137 0.972
134 H 4.457 8.710 2.854  C132 1.092
135 H 5.030 7.089 3.326  C132 1.093
136 H 3.582 7.264 2.286  C132 1.093
137 H 3.064 6.837 4.476  O133 0.972

* DFT total energy: -80110.1976 eV
* spin multiplicity: 1
* orbital gap: 7.96 eV

=====

| no. | strongest force on any atom (eV Å⁻¹) |
| --- | --- |
| 1 | 3.54 |
| 2 | 3.05 |